#P
{
  "formula": "C22H27NO6",
  "method": "ωB97M-V/def2-TZVPD",
  "charge": 0,
  "homo_lumo_gap_ev": 7.968,
  "smiles": "CCOc1ccc(CCNC(=O)COC(=O)/C=C/c2ccc(C)o2)cc1OCC",
  "mol_weight_g_mol": 401.459,
  "homo_energy_ev": -7.933,
  "elements": ["C", "C", "O", "C", "C", "C", "C", "C", "C", "N", "C", "O", "C", "O", "C", "O", "C", "C", "C", "C", "C", "C", "C", "O", "C", "C", "O", "C", "C", "H", "H", "H", "H", "H", "H", "H", "H", "H", "H", "H", "H", "H", "H", "H", "H", "H", "H", "H", "H", "H", "H", "H", "H", "H", "H", "H"],
  "positions_angstrom": [[2.72, 0.95, 3.82], [1.99, -0.03, 2.91], [0.97, 0.68, 2.23], [-0.13, -0.01, 1.79], [-1.35, 0.64, 1.89], [-2.52, 0.04, 1.48], [-2.50, -1.25, 0.97], [-3.76, -1.95, 0.54], [-4.46, -1.24, -0.61], [-3.52, -0.93, -1.67], [-3.75, 0.07, -2.53], [-4.78, 0.70, -2.58], [-2.56, 0.35, -3.46], [-1.48, 0.94, -2.74], [-0.58, 0.13, -2.17], [-0.65, -1.09, -2.20], [0.46, 0.90, -1.52], [1.61, 0.34, -1.09], [2.65, 1.05, -0.42], [3.87, 0.61, 0.05], [4.48, 1.71, 0.67], [3.59, 2.76, 0.54], [3.67, 4.16, 1.01], [2.50, 2.36, -0.12], [-1.28, -1.89, 0.83], [-0.08, -1.30, 1.22], [1.14, -1.89, 1.07], [1.22, -3.10, 0.35], [2.69, -3.45, 0.20], [3.51, 0.44, 4.36], [2.02, 1.38, 4.54], [3.15, 1.75, 3.22], [2.69, -0.47, 2.19], [1.55, -0.84, 3.51], [-1.35, 1.64, 2.30], [-3.46, 0.57, 1.58], [-3.52, -2.97, 0.24], [-4.46, -2.01, 1.38], [-4.90, -0.29, -0.28], [-5.27, -1.86, -1.00], [-2.63, -1.40, -1.66], [-2.23, -0.58, -3.94], [-2.86, 1.08, -4.21], [0.27, 1.96, -1.40], [1.78, -0.71, -1.26], [4.27, -0.38, -0.05], [5.44, 1.74, 1.14], [3.62, 4.85, 0.16], [2.83, 4.39, 1.66], [4.60, 4.33, 1.55], [-1.26, -2.89, 0.41], [0.70, -3.90, 0.90], [0.75, -2.98, -0.63], [3.16, -3.52, 1.17], [3.20, -2.68, -0.38], [2.79, -4.40, -0.32]],
  "nbo_charge": [-0.62, -0.06, -0.52, 0.24, -0.22, -0.24, -0.02, -0.43, -0.21, -0.63, 0.65, -0.62, -0.17, -0.49, 0.78, -0.65, -0.33, -0.13, 0.21, -0.24, -0.34, 0.33, -0.66, -0.39, -0.30, 0.32, -0.53, -0.07, -0.62, 0.21, 0.21, 0.21, 0.19, 0.17, 0.22, 0.21, 0.20, 0.23, 0.21, 0.20, 0.43, 0.21, 0.22, 0.23, 0.23, 0.23, 0.23, 0.23, 0.23, 0.23, 0.22, 0.17, 0.19, 0.21, 0.20, 0.22]
}

***

#Q
{
  "formula": "C22H27NO6",
  "method": "ωB97M-V/def2-TZVPD",
  "charge": 0,
  "homo_lumo_gap_ev": 8.771,
  "smiles": "CCCCc1cc(=O)oc2cc(C)cc(OCC(=O)N3CCC(C(=O)O)CC3)c12",
  "mol_weight_g_mol": 401.459,
  "homo_energy_ev": -8.572,
  "elements": ["C", "C", "C", "C", "C", "C", "C", "O", "O", "C", "C", "C", "C", "C", "C", "O", "C", "C", "O", "N", "C", "C", "C", "C", "O", "O", "C", "C", "C", "H", "H", "H", "H", "H", "H", "H", "H", "H", "H", "H", "H", "H", "H", "H", "H", "H", "H", "H", "H", "H", "H", "H", "H", "H", "H", "H"],
  "positions_angstrom": [[3.09, -5.70, -2.21], [2.45, -4.32, -2.17], [2.74, -3.60, -0.85], [2.08, -2.22, -0.77], [0.58, -2.20, -0.69], [-0.13, -3.30, -0.37], [-1.57, -3.34, -0.34], [-2.24, -4.30, -0.04], [-2.22, -2.20, -0.70], [-1.55, -1.05, -0.98], [-2.35, 0.05, -1.27], [-1.77, 1.27, -1.56], [-2.63, 2.46, -1.84], [-0.39, 1.38, -1.52], [0.42, 0.31, -1.20], [1.77, 0.43, -1.01], [2.39, 1.69, -1.17], [1.86, 2.87, -0.34], [1.78, 3.96, -0.88], [1.55, 2.69, 0.95], [1.60, 1.47, 1.72], [0.19, 0.98, 2.06], [-0.62, 2.09, 2.76], [-2.05, 1.59, 2.84], [-2.89, 1.77, 2.01], [-2.27, 0.88, 3.95], [-0.55, 3.39, 1.96], [0.90, 3.77, 1.67], [-0.14, -0.97, -0.96], [2.70, -6.32, -1.42], [2.89, -6.18, -3.16], [4.17, -5.62, -2.09], [1.37, -4.42, -2.31], [2.83, -3.71, -2.99], [3.82, -3.46, -0.76], [2.43, -4.22, -0.01], [2.39, -1.65, -1.65], [2.47, -1.69, 0.10], [0.34, -4.24, -0.14], [-3.42, -0.08, -1.25], [-3.17, 2.73, -0.93], [-3.36, 2.24, -2.61], [-2.03, 3.31, -2.15], [0.05, 2.34, -1.74], [3.44, 1.51, -0.89], [2.36, 2.01, -2.21], [2.15, 1.68, 2.65], [2.14, 0.69, 1.18], [-0.33, 0.71, 1.14], [0.25, 0.10, 2.69], [-0.24, 2.23, 3.77], [-3.17, 0.53, 3.97], [-1.08, 3.24, 1.01], [-1.04, 4.19, 2.51], [1.44, 3.94, 2.61], [0.95, 4.66, 1.05]],
  "nbo_charge": [-0.60, -0.40, -0.39, -0.44, 0.12, -0.36, 0.74, -0.57, -0.47, 0.43, -0.30, 0.07, -0.64, -0.37, 0.43, -0.52, -0.16, 0.66, -0.63, -0.44, -0.22, -0.40, -0.33, 0.81, -0.60, -0.68, -0.40, -0.23, -0.26, 0.20, 0.21, 0.20, 0.20, 0.19, 0.21, 0.20, 0.23, 0.23, 0.23, 0.23, 0.24, 0.23, 0.22, 0.24, 0.22, 0.22, 0.19, 0.23, 0.22, 0.22, 0.22, 0.50, 0.23, 0.22, 0.19, 0.25]
}

***

The structure with the greatest stability is #Q.

***

#P
{
  "formula": "C59H32BiF15GeN7O4S",
  "method": "ωB97M-V/def2-TZVPD",
  "charge": 1,
  "homo_lumo_gap_ev": 6.514,
  "mol_weight_g_mol": 1501.577,
  "homo_energy_ev": -10.080,
  "elements": ["Bi", "O", "C", "O", "C", "C", "C", "N", "C", "C", "C", "C", "C", "C", "C", "N", "C", "C", "C", "C", "C", "N", "H", "H", "H", "H", "H", "H", "H", "H", "H", "H", "C", "O", "C", "N", "C", "C", "C", "C", "C", "C", "C", "C", "C", "C", "C", "C", "N", "C", "N", "C", "C", "O", "C", "C", "C", "C", "C", "C", "H", "H", "H", "H", "H", "H", "H", "H", "H", "H", "H", "H", "H", "H", "H", "H", "H", "H", "H", "C", "C", "N", "H", "H", "H", "F", "C", "C", "C", "F", "C", "F", "C", "F", "C", "F", "Ge", "S", "C", "C", "F", "C", "F", "C", "F", "C", "F", "C", "F", "C", "C", "F", "C", "F", "C", "F", "C", "F", "C", "F"],
  "positions_angstrom": [[-0.70, 0.31, -0.35], [-4.62, 5.55, 2.40], [-5.11, 4.48, 2.03], [-6.23, 3.99, 2.05], [-4.01, 3.46, 1.58], [-2.67, 3.85, 1.49], [-1.72, 2.91, 1.17], [-2.07, 1.63, 0.95], [-3.32, 1.21, 1.18], [-4.33, 2.11, 1.46], [-3.44, -0.27, 1.29], [-4.58, -0.90, 1.75], [-4.53, -2.26, 2.00], [-3.35, -2.95, 1.79], [-2.26, -2.26, 1.29], [-2.31, -0.96, 1.03], [-0.26, 3.13, 1.17], [0.33, 4.31, 1.60], [1.71, 4.39, 1.69], [2.47, 3.29, 1.32], [1.83, 2.16, 0.85], [0.50, 2.08, 0.80], [-2.45, 4.88, 1.71], [-5.36, 1.83, 1.63], [-5.47, -0.33, 1.95], [-5.40, -2.78, 2.38], [-3.26, -4.01, 2.01], [-1.31, -2.74, 1.11], [-0.29, 5.15, 1.89], [2.18, 5.29, 2.05], [3.55, 3.32, 1.37], [2.37, 1.30, 0.50], [-5.07, -1.87, -2.92], [-4.94, -0.45, -3.17], [-3.81, -0.07, -2.56], [-3.16, -0.91, -1.87], [-3.94, -2.17, -1.92], [-3.14, -3.41, -2.24], [-1.78, -3.49, -1.97], [-1.07, -4.67, -2.21], [-1.73, -5.78, -2.72], [-3.09, -5.71, -2.99], [-3.79, -4.53, -2.75], [-3.48, 1.36, -2.76], [-4.48, 2.23, -3.20], [-4.15, 3.56, -3.43], [-2.82, 3.94, -3.29], [-1.91, 2.99, -2.85], [-2.23, 1.74, -2.54], [-0.48, 3.30, -2.72], [0.33, 2.62, -2.02], [1.63, 3.28, -2.13], [1.40, 4.37, -3.20], [-0.03, 4.36, -3.41], [2.76, 2.33, -2.45], [4.06, 2.83, -2.54], [5.11, 1.99, -2.87], [4.88, 0.64, -3.10], [3.59, 0.13, -2.99], [2.54, 0.97, -2.67], [-6.07, -2.04, -2.53], [-4.94, -2.39, -3.86], [-4.36, -2.31, -0.92], [-1.26, -2.63, -1.59], [-0.02, -4.71, -1.98], [-1.19, -6.70, -2.90], [-3.61, -6.57, -3.39], [-4.85, -4.51, -2.95], [-5.49, 1.87, -3.34], [-4.90, 4.27, -3.75], [-2.50, 4.95, -3.51], [1.85, 3.75, -1.17], [1.69, 5.37, -2.89], [1.89, 4.13, -4.15], [4.25, 3.88, -2.35], [6.11, 2.39, -2.95], [5.70, -0.02, -3.36], [3.41, -0.92, -3.15], [1.53, 0.58, -2.61], [1.01, -2.21, -4.97], [0.47, -1.31, -3.96], [0.03, -0.59, -3.18], [1.70, -2.91, -4.51], [1.53, -1.64, -5.74], [0.20, -2.77, -5.43], [3.45, -0.84, 4.97], [2.24, -0.28, 4.97], [1.47, -0.32, 3.81], [0.23, 0.28, 3.87], [-0.60, 0.24, 2.81], [-0.24, 0.91, 5.00], [-1.45, 1.48, 5.01], [0.55, 0.94, 6.14], [0.12, 1.54, 7.23], [1.80, 0.34, 6.12], [2.56, 0.37, 7.21], [2.24, -1.26, 2.28], [1.00, -1.48, 0.48], [2.50, -3.10, 2.90], [1.36, -3.84, 3.19], [0.15, -3.24, 3.12], [1.40, -5.17, 3.56], [0.28, -5.84, 3.83], [2.63, -5.80, 3.66], [2.69, -7.07, 4.01], [3.79, -5.09, 3.39], [4.97, -5.70, 3.49], [3.71, -3.76, 3.02], [4.86, -3.11, 2.80], [3.94, -0.46, 1.74], [4.66, -1.08, 0.73], [4.22, -2.23, 0.21], [5.84, -0.57, 0.23], [6.51, -1.20, -0.73], [6.32, 0.63, 0.74], [7.45, 1.15, 0.26], [5.63, 1.28, 1.74], [6.08, 2.44, 2.22], [4.46, 0.72, 2.24], [3.83, 1.40, 3.21]],
  "lowdin_charge": [1.67, 0.00, -0.69, -0.01, -0.04, 0.08, -0.20, -0.06, -0.20, 0.08, -0.22, 0.02, -0.02, -0.02, -0.14, -0.05, -0.20, 0.03, -0.01, -0.03, -0.14, -0.05, 0.12, 0.13, 0.12, 0.12, 0.12, 0.06, 0.13, 0.13, 0.11, 0.09, -0.06, 0.02, -0.32, 0.14, -0.23, -0.18, -0.06, -0.07, -0.08, -0.07, -0.04, -0.18, 0.04, 0.00, 0.04, -0.19, 0.13, -0.32, 0.12, -0.24, -0.04, 0.04, -0.19, -0.03, -0.07, -0.08, -0.06, -0.05, 0.14, 0.13, 0.14, 0.05, 0.11, 0.11, 0.11, 0.12, 0.13, 0.13, 0.13, 0.13, 0.13, 0.14, 0.12, 0.11, 0.11, 0.10, 0.02, -0.03, -0.22, 0.12, 0.09, 0.09, 0.09, 0.11, -0.23, -0.13, -0.21, 0.04, -0.13, 0.14, -0.12, 0.16, -0.13, 0.15, 0.74, 0.19, -0.13, -0.23, 0.06, -0.14, 0.13, -0.12, 0.15, -0.13, 0.14, -0.21, 0.11, -0.15, -0.24, 0.09, -0.14, 0.14, -0.12, 0.15, -0.14, 0.13, -0.23, 0.10]
}

***

#Q
{
  "formula": "C59H32BiF15GeN7O4S",
  "method": "ωB97M-V/def2-TZVPD",
  "charge": 1,
  "homo_lumo_gap_ev": 6.857,
  "mol_weight_g_mol": 1501.577,
  "homo_energy_ev": -10.352,
  "elements": ["Bi", "O", "C", "O", "C", "C", "C", "N", "C", "C", "C", "C", "C", "C", "C", "N", "C", "C", "C", "C", "C", "N", "H", "H", "H", "H", "H", "H", "H", "H", "H", "H", "C", "O", "C", "N", "C", "C", "C", "C", "C", "C", "C", "C", "C", "C", "C", "C", "N", "C", "N", "C", "C", "O", "C", "C", "C", "C", "C", "C", "H", "H", "H", "H", "H", "H", "H", "H", "H", "H", "H", "H", "H", "H", "H", "H", "H", "H", "H", "C", "C", "N", "H", "H", "H", "F", "C", "C", "C", "F", "C", "F", "C", "F", "C", "F", "Ge", "S", "C", "C", "F", "C", "F", "C", "F", "C", "F", "C", "F", "C", "C", "F", "C", "F", "C", "F", "C", "F", "C", "F"],
  "positions_angstrom": [[0.02, 0.09, -0.11], [-3.80, -2.73, -4.74], [-4.38, -1.63, -4.62], [-5.34, -1.10, -5.14], [-3.54, -0.93, -3.54], [-3.74, -1.21, -2.19], [-2.75, -0.90, -1.28], [-1.62, -0.26, -1.65], [-1.44, 0.06, -2.95], [-2.39, -0.24, -3.90], [-0.13, 0.63, -3.34], [0.13, 1.15, -4.61], [1.41, 1.59, -4.90], [2.41, 1.50, -3.94], [2.07, 0.99, -2.70], [0.83, 0.59, -2.41], [-2.80, -1.41, 0.11], [-3.97, -1.84, 0.73], [-3.89, -2.39, 1.99], [-2.66, -2.51, 2.62], [-1.55, -2.03, 1.96], [-1.62, -1.49, 0.74], [-4.61, -1.76, -1.88], [-2.20, -0.05, -4.95], [-0.64, 1.20, -5.35], [1.63, 1.99, -5.88], [3.42, 1.81, -4.14], [2.79, 0.89, -1.90], [-4.92, -1.73, 0.23], [-4.80, -2.72, 2.49], [-2.57, -2.94, 3.60], [-0.57, -2.04, 2.43], [0.30, -4.50, -1.90], [1.28, -4.36, -0.82], [1.33, -3.07, -0.54], [0.60, -2.26, -1.19], [-0.12, -3.04, -2.21], [0.21, -2.61, -3.62], [1.50, -2.20, -3.96], [1.80, -1.88, -5.28], [0.82, -1.97, -6.26], [-0.46, -2.38, -5.92], [-0.77, -2.71, -4.60], [2.24, -2.65, 0.56], [2.98, -3.55, 1.31], [3.79, -3.04, 2.32], [3.83, -1.67, 2.54], [3.05, -0.86, 1.73], [2.28, -1.34, 0.76], [2.96, 0.61, 1.89], [2.26, 1.37, 1.16], [2.35, 2.72, 1.76], [3.46, 2.56, 2.83], [3.64, 1.12, 2.92], [2.60, 3.82, 0.76], [3.16, 5.02, 1.17], [3.36, 6.05, 0.27], [3.01, 5.89, -1.07], [2.46, 4.69, -1.49], [2.26, 3.66, -0.58], [0.80, -4.97, -2.74], [-0.50, -5.13, -1.54], [-1.20, -2.90, -2.05], [2.26, -2.12, -3.20], [2.80, -1.56, -5.54], [1.05, -1.72, -7.28], [-1.24, -2.45, -6.67], [-1.79, -2.99, -4.35], [2.92, -4.61, 1.11], [4.38, -3.71, 2.93], [4.43, -1.24, 3.32], [1.39, 2.90, 2.25], [4.40, 3.00, 2.51], [3.18, 2.93, 3.81], [3.43, 5.17, 2.21], [3.79, 6.99, 0.60], [3.18, 6.69, -1.78], [2.20, 4.54, -2.53], [1.82, 2.73, -0.90], [-0.71, 4.83, -2.34], [-0.59, 3.61, -1.56], [-0.50, 2.65, -0.94], [0.03, 5.55, -2.00], [-1.70, 5.25, -2.20], [-0.55, 4.61, -3.39], [-3.98, 5.62, 1.73], [-4.22, 4.79, 0.70], [-3.55, 3.59, 0.62], [-3.86, 2.78, -0.46], [-3.30, 1.57, -0.59], [-4.77, 3.15, -1.43], [-5.03, 2.34, -2.46], [-5.41, 4.37, -1.33], [-6.29, 4.75, -2.25], [-5.15, 5.20, -0.25], [-5.77, 6.37, -0.14], [-2.28, 3.14, 2.06], [-1.28, 1.23, 2.05], [-3.51, 3.13, 3.61], [-4.47, 2.13, 3.62], [-4.52, 1.24, 2.62], [-5.41, 2.01, 4.63], [-6.31, 1.03, 4.60], [-5.41, 2.93, 5.67], [-6.30, 2.83, 6.64], [-4.48, 3.95, 5.68], [-4.48, 4.84, 6.67], [-3.55, 4.04, 4.65], [-2.69, 5.06, 4.70], [-1.03, 4.65, 2.27], [-0.29, 4.71, 3.43], [-0.42, 3.74, 4.36], [0.58, 5.75, 3.72], [1.28, 5.77, 4.85], [0.74, 6.77, 2.79], [1.57, 7.77, 3.05], [0.04, 6.72, 1.60], [0.22, 7.68, 0.69], [-0.82, 5.67, 1.36], [-1.45, 5.68, 0.17]],
  "lowdin_charge": [1.74, 0.00, -0.70, 0.06, -0.05, 0.08, -0.23, -0.04, -0.20, 0.06, -0.23, 0.01, -0.03, -0.03, -0.14, -0.04, -0.23, 0.03, -0.01, -0.02, -0.16, -0.09, 0.14, 0.13, 0.12, 0.12, 0.12, 0.12, 0.13, 0.13, 0.12, 0.11, -0.01, 0.04, -0.34, 0.07, -0.22, -0.20, -0.05, -0.09, -0.08, -0.05, -0.03, -0.18, 0.04, 0.00, 0.04, -0.17, 0.09, -0.33, 0.09, -0.23, -0.05, 0.04, -0.16, -0.04, -0.06, -0.07, -0.09, -0.06, 0.14, 0.14, 0.14, 0.11, 0.11, 0.11, 0.12, 0.10, 0.13, 0.12, 0.13, 0.12, 0.13, 0.14, 0.12, 0.12, 0.11, 0.10, 0.04, -0.02, -0.20, 0.14, 0.08, 0.09, 0.10, 0.11, -0.23, -0.13, -0.22, 0.06, -0.13, 0.13, -0.12, 0.15, -0.13, 0.14, 0.67, 0.19, -0.13, -0.23, 0.06, -0.14, 0.13, -0.13, 0.15, -0.13, 0.14, -0.21, 0.10, -0.13, -0.26, 0.09, -0.14, 0.13, -0.14, 0.15, -0.14, 0.13, -0.20, 0.08]
}

***

The structure with the greatest stability is #Q.

***

#P
{
  "formula": "C4H10NOP",
  "method": "ωB97M-V/def2-TZVPD",
  "charge": 0,
  "multiplicity": 3,
  "homo_lumo_gap_ev": [8.905, 8.252],
  "mol_weight_g_mol": 119.104,
  "homo_energy_ev": [-7.871, -9.796],
  "s_squared": 2.008,
  "elements": ["C", "C", "C", "C", "N", "O", "P", "H", "H", "H", "H", "H", "H", "H", "H", "H", "H"],
  "positions_angstrom": [[-1.80, -0.01, 0.11], [-1.25, 0.50, -1.14], [-1.08, -1.31, 0.61], [2.20, 1.25, -0.01], [1.11, 0.56, 0.61], [0.97, -1.46, -1.11], [0.70, -0.99, 0.27], [-1.95, 0.84, 0.83], [-2.83, -0.34, -0.09], [-1.22, 0.04, -2.11], [-1.13, 1.59, -1.16], [-1.19, -1.62, 1.71], [-1.48, -2.13, 0.04], [1.97, 2.34, 0.06], [3.01, 1.18, 0.81], [2.68, 0.97, -0.90], [1.29, -1.42, 1.47]],
  "nbo_charge": [-0.50, -0.30, -0.75, -0.47, -0.60, -1.08, 1.83, 0.23, 0.22, 0.19, 0.17, 0.24, 0.25, 0.22, 0.24, 0.22, -0.11]
}

***

#Q
{
  "formula": "C4H10NOP",
  "method": "ωB97M-V/def2-TZVPD",
  "charge": 0,
  "multiplicity": 3,
  "homo_lumo_gap_ev": [8.192, 7.896],
  "mol_weight_g_mol": 119.104,
  "homo_energy_ev": [-7.193, -9.104],
  "s_squared": 2.020,
  "elements": ["C", "C", "C", "C", "N", "O", "P", "H", "H", "H", "H", "H", "H", "H", "H", "H", "H"],
  "positions_angstrom": [[-0.01, -1.89, 0.99], [2.09, -0.42, 1.56], [-2.18, 1.31, -2.11], [1.16, -1.57, 1.51], [-0.18, 0.09, -0.87], [-1.67, 1.19, 0.64], [-1.77, 0.29, -0.65], [-0.74, -2.61, 0.90], [2.93, -0.55, 2.27], [1.50, 0.40, 1.87], [2.60, -0.16, 0.68], [-2.62, 0.67, -2.85], [-2.91, 2.01, -1.71], [-1.39, 1.90, -2.57], [-1.06, 2.02, 0.47], [1.32, -2.33, 2.25], [-0.01, -0.70, -1.44]],
  "nbo_charge": [-0.13, -0.64, -0.98, -0.30, -0.93, -0.99, 1.37, 0.18, 0.21, 0.23, 0.23, 0.24, 0.24, 0.24, 0.49, 0.20, 0.34]
}

***

The structure with the greatest stability is #P.